No. 1
DFT (ωB97M-V with the def2-TZVPD basis set) results for C17H48N4O7V as an isolated structure.

```
77
Properties=species:S:1:pos:R:3:forces:R:3
O -1.065 -0.049 0.059 0.1 -0.6 0.2
V -1.105 -0.996 1.319 3.0 0.4 0.4
O 0.457 -1.300 1.697 -2.4 0.6 -0.6
C -1.484 3.315 0.024 0.2 -0.5 0.9
O -2.661 2.900 0.676 -1.0 0.0 0.2
H -0.768 3.286 0.845 0.6 0.2 -0.4
H -1.239 2.545 -0.707 0.4 0.5 -0.3
H -1.559 4.342 -0.334 0.1 -0.1 -0.3
H -3.360 2.931 0.019 -0.3 0.0 0.1
C -0.784 1.502 5.110 0.4 -0.2 -0.2
C -0.751 0.407 4.030 -0.3 -0.4 1.2
C -1.669 -0.749 4.449 1.8 0.9 0.0
O -1.733 -1.798 3.467 -0.7 0.9 1.1
C -2.592 -2.781 4.058 -1.2 -0.7 -1.3
N -1.162 0.923 2.716 -0.1 -1.1 0.3
H -1.766 1.914 5.343 -0.2 -0.1 -0.3
H -0.142 2.302 4.740 0.0 0.2 0.3
H -0.379 1.148 6.058 0.1 -0.1 -0.1
H 0.257 -0.008 4.023 0.1 0.2 -0.6
H -2.636 -0.329 4.727 -0.4 -0.4 -0.2
H -1.160 -1.156 5.323 -0.4 -0.1 0.3
H -3.102 -3.249 3.216 0.3 -0.6 0.0
H -3.434 -2.357 4.605 0.3 0.5 0.2
H -2.104 -3.510 4.705 0.4 0.2 -0.2
H -2.014 1.430 2.912 -0.8 -0.1 -0.5
H -0.558 1.695 2.475 0.5 -0.2 -0.6
C 6.862 2.408 -0.406 0.3 1.7 -0.3
C 6.101 1.405 -1.288 -1.2 -2.8 0.4
C 5.106 0.570 -0.520 0.3 0.0 1.6
O 4.333 -0.319 -1.283 0.3 1.4 0.1
C 3.646 -1.192 -0.428 -0.1 -3.1 -0.6
N 5.325 2.109 -2.299 2.4 1.6 2.0
H 6.249 3.165 0.083 -0.5 -0.1 -0.3
H 7.534 2.954 -1.068 0.2 0.1 0.1
H 7.480 2.057 0.420 -0.1 -1.0 -0.4
H 6.827 0.680 -1.657 0.1 0.4 -1.0
H 4.509 1.228 0.112 -0.7 0.3 -0.1
H 5.668 0.002 0.222 0.2 -0.2 0.1
H 3.342 -2.056 -1.020 -0.5 0.4 -0.8
H 2.752 -0.942 0.144 0.3 1.1 0.1
H 4.357 -1.784 0.148 0.3 0.7 0.9
H 5.950 2.806 -2.679 0.3 0.0 -1.9
H 4.652 2.701 -1.832 -1.6 -0.4 -0.1
C -2.709 -4.073 -1.409 -0.7 -0.4 -1.2
C -2.456 -2.839 -0.586 -1.3 -0.3 -0.6
C -3.626 -2.427 0.303 -0.7 -1.1 -0.5
O -3.319 -1.300 1.068 1.4 0.2 0.2
C -4.419 -0.662 1.656 -0.9 0.2 0.6
N -1.309 -3.006 0.264 1.0 0.9 0.6
H -3.211 -3.723 -2.311 -0.5 -0.3 0.0
H -3.272 -4.903 -0.983 -0.1 0.2 0.3
H -1.806 -4.503 -1.843 0.4 0.1 0.4
H -2.256 -2.099 -1.361 0.3 0.6 0.6
H -3.849 -3.247 0.986 0.0 -0.4 0.1
H -4.561 -2.261 -0.232 0.1 0.1 -0.4
H -5.165 -0.483 0.881 0.1 0.7 0.0
H -4.063 0.213 2.198 -0.1 0.2 -0.6
H -4.949 -1.256 2.401 0.3 -0.6 0.1
H -1.371 -3.866 0.791 -0.5 -0.1 0.8
H -0.572 -3.291 -0.365 0.8 0.7 -0.1
C -1.587 0.328 -4.960 -0.7 -0.8 0.4
C -0.204 0.886 -4.748 -0.1 -0.3 1.9
C -0.020 1.021 -3.169 1.2 0.6 -2.0
O 1.316 1.466 -2.944 0.1 0.3 1.3
C 1.483 2.075 -1.647 0.2 0.6 -1.9
N 0.805 -0.019 -5.278 -0.4 0.1 -0.2
H -1.934 0.241 -5.989 0.0 0.8 -0.1
H -2.312 0.769 -4.275 -0.3 0.4 -0.5
H -1.596 -0.723 -4.671 0.3 -0.3 0.3
H -0.092 1.837 -5.268 0.1 0.3 0.5
H -0.059 0.078 -2.624 -0.9 -0.3 -0.2
H -0.750 1.755 -2.829 -0.1 0.0 0.3
H 1.092 1.546 -0.778 -0.1 -0.3 -0.2
H 1.043 3.068 -1.746 -0.3 0.2 0.5
H 2.554 2.259 -1.566 0.1 -0.3 0.3
H 0.494 -0.094 -6.236 0.6 -0.1 -0.7
H 0.502 -0.916 -4.928 0.4 -0.6 0.3
```
Forces are in eV/Å.

Calculated values
- Electronic energy: -2365.51905 hartree
- Total charge: +2
- Spin multiplicity: 2
- Kohn-Sham gap (alpha / beta): 0.29271 / 0.10679 Ha
- F_max: 3.544 eV/A

Here are the Löwdin charges for atoms 1 to 6, given in e: -0.2952, 0.8838, -0.3344, -0.1559, -0.1313, 0.0714

***

No. 2
DFT (ωB97M-V with the def2-TZVPD basis set) results for a 10-piece molecular cluster, C24H55Cl6N7O7 overall.

```
99
Properties=species:S:1:pos:R:3:forces:R:3
C -1.221 1.409 -1.586 -0.9 -0.2 1.3
N -0.572 0.552 -0.594 0.1 0.8 -0.9
C 0.467 0.964 0.131 0.4 -1.1 0.5
C 1.263 -0.102 0.857 -1.2 -1.3 -0.9
O 0.833 2.139 0.240 -2.7 0.5 -1.9
H -0.606 2.210 -1.981 0.3 -0.2 0.1
H -2.078 1.849 -1.063 -0.1 0.4 -0.5
H -1.622 0.780 -2.373 0.2 0.1 -0.1
H -0.978 -0.372 -0.517 0.6 -0.3 0.3
H 2.280 0.258 0.990 -2.4 -2.6 -2.5
H 1.274 -1.047 0.318 -0.4 0.0 0.0
H 0.866 -0.224 1.867 0.0 -0.1 -0.1
C -6.025 -4.237 -3.616 0.4 -0.2 0.4
N -5.019 -3.230 -3.330 0.0 0.2 -0.4
C -4.989 -2.512 -2.183 -0.4 0.0 0.2
C -4.043 -1.341 -2.167 1.0 -0.4 -0.2
O -5.708 -2.774 -1.232 0.0 0.0 -0.1
H -5.919 -4.556 -4.649 0.0 0.1 0.0
H -7.030 -3.858 -3.443 0.0 0.1 0.0
H -5.853 -5.098 -2.968 -0.2 -0.1 -0.1
H -4.338 -3.017 -4.035 -0.1 0.1 -0.1
H -3.139 -1.564 -2.746 -0.1 -0.1 -0.1
H -3.691 -1.196 -1.148 -0.3 0.3 0.0
H -4.464 -0.443 -2.615 -0.3 -0.1 0.3
C 2.879 2.080 -2.300 0.3 -0.2 -0.7
N 4.087 2.461 -3.029 -0.5 0.1 0.3
C 4.057 2.713 -4.356 0.4 -0.3 -0.9
C 5.380 3.176 -4.966 -0.5 -0.1 -0.2
O 3.083 2.507 -5.064 0.0 0.2 0.4
H 2.170 1.709 -3.038 0.0 0.0 0.0
H 2.410 2.929 -1.807 0.1 -0.1 0.3
H 3.124 1.257 -1.632 -0.1 0.2 0.3
H 4.936 2.635 -2.524 0.0 0.1 0.0
H 5.694 4.143 -4.574 0.2 -0.1 0.2
H 5.211 3.291 -6.034 0.0 0.0 0.0
H 6.133 2.399 -4.839 0.2 0.2 0.2
C -1.388 5.074 -0.736 0.6 -0.1 0.2
N -1.234 4.330 0.497 -0.5 0.2 -0.1
C -1.535 4.763 1.741 0.1 -0.4 0.8
C -1.128 3.718 2.787 -0.7 0.2 -0.4
O -2.073 5.811 2.052 0.2 0.1 -0.4
H -0.422 5.037 -1.249 -0.1 0.0 -0.2
H -1.583 6.117 -0.501 -0.3 -0.1 0.0
H -2.151 4.656 -1.391 -0.1 0.1 0.0
H -0.957 3.364 0.446 0.5 0.1 -0.3
H -0.784 4.189 3.703 0.2 0.1 -0.1
H -0.407 3.028 2.351 0.1 -0.1 0.3
H -2.044 3.177 3.036 0.1 -0.1 0.1
C -1.348 -4.991 2.211 0.3 -0.8 -0.6
N -0.974 -4.006 1.216 -1.0 -0.3 -0.4
C -1.735 -2.985 0.790 -1.1 0.4 -0.3
C -3.141 -2.788 1.358 1.1 -0.4 -0.1
O -1.325 -2.201 -0.074 0.4 -0.2 -0.1
H -0.916 -5.952 1.920 0.1 0.1 0.0
H -2.419 -5.170 2.182 -0.1 0.3 0.3
H -0.962 -4.729 3.196 -0.3 -0.2 -0.1
H -0.103 -4.111 0.721 -0.3 -0.2 0.0
H -3.369 -1.739 1.202 -0.2 0.1 0.3
H -3.086 -3.061 2.410 -0.8 0.2 -0.4
H -3.870 -3.387 0.813 0.0 -0.1 0.0
C 1.474 -3.348 2.063 -0.6 0.5 0.1
N 2.558 -2.506 2.463 0.5 0.2 0.2
C 3.862 -2.846 2.347 0.5 -0.5 0.4
C 4.863 -1.822 2.828 -0.2 0.6 -0.3
O 4.246 -3.914 1.901 -0.3 -0.1 -0.2
H 0.679 -2.752 1.606 0.7 0.3 0.2
H 0.983 -3.870 2.889 0.3 0.0 0.2
H 1.767 -4.111 1.347 0.5 0.1 0.0
H 2.392 -1.617 2.912 -0.4 0.1 0.0
H 5.174 -1.250 1.949 0.2 -0.1 0.0
H 5.725 -2.328 3.250 0.0 -0.1 0.0
H 4.468 -1.090 3.534 -0.1 -0.2 0.1
C 2.862 1.862 1.667 1.9 1.9 0.5
N 2.457 2.370 2.959 -0.2 -0.6 0.8
C 2.069 1.577 3.976 -0.7 0.6 0.3
C 1.711 2.290 5.271 0.1 -0.1 -0.2
O 1.956 0.358 3.904 0.4 -0.6 -0.2
H 3.855 2.223 1.407 0.5 -0.2 0.3
H 2.166 2.226 0.902 1.0 -0.1 0.7
H 2.767 0.782 1.616 2.6 2.6 2.9
H 2.247 3.343 3.095 0.2 0.2 -0.2
H 1.070 3.159 5.113 0.1 0.0 -0.1
H 2.631 2.607 5.765 -0.1 0.1 0.0
H 1.184 1.595 5.917 0.0 -0.1 0.0
Cl -1.849 0.173 3.284 0.0 0.1 0.0
C -0.913 -1.034 4.160 0.6 0.2 0.1
Cl -1.702 -2.607 4.183 0.2 0.2 0.8
H 0.062 -1.134 3.689 -0.2 0.0 -0.1
H -0.735 -0.707 5.180 -0.3 0.1 0.0
Cl 1.513 -1.192 -2.599 0.1 -0.1 0.0
C 0.485 -2.632 -2.578 0.1 0.0 -0.4
Cl 1.069 -3.866 -3.732 -0.2 0.2 0.2
H 0.451 -3.064 -1.590 0.1 0.1 0.1
H -0.505 -2.307 -2.874 0.0 -0.1 -0.1
Cl -1.424 3.352 -4.647 -0.1 -0.4 -0.3
C -2.608 2.274 -5.435 -0.3 0.9 -0.3
Cl -3.256 1.077 -4.351 -0.2 -0.5 0.2
H -3.435 2.911 -5.732 0.0 0.0 0.0
H -2.216 1.775 -6.313 0.4 0.1 0.2
```
Forces are in eV/Å.

Calculated values
- Electronic energy: -4618.60445 hartree
- Energy above the lowest of the compared OMol25 structures with the same formula, charge and spin: 0.0000 eV
- Spin multiplicity: 1
- Kohn-Sham gap: 0.34083 Ha
- F_max: 4.655 eV/A

Here are the Löwdin charges for atoms 1 to 6, given in e: -0.0781, 0.0492, -0.4919, -0.0118, -0.0325, 0.0590

***

No. 3
DFT (ωB97M-V with the def2-TZVPD basis set) results for one molecule with the formula CHBrClNO2.

```
7
Properties=species:S:1:pos:R:3:forces:R:3
C -0.143 -0.147 -0.546 1.0 -3.3 3.1
N 0.292 -0.008 0.874 -2.2 -1.1 -1.9
O 1.461 -0.198 1.068 1.8 0.4 0.3
O -0.560 0.175 1.692 -0.8 0.8 1.6
Cl 0.187 1.666 -1.409 0.2 3.2 -1.6
Br -1.907 -0.714 -0.816 0.3 0.4 -0.2
H 0.671 -0.774 -0.862 -0.3 -0.4 -1.2
```
Forces are in eV/Å.

Calculated values
- Electronic energy: -3277.85745 hartree
- Energy above the lowest of the compared OMol25 structures with the same formula, charge and spin: 2.6525 eV
- Spin multiplicity: 3
- Kohn-Sham gap (alpha / beta): 0.28947 / 0.20843 Ha
- F_max: 4.666 eV/A

Here are the natural (NBO) charges for atoms 1 to 6, given in e: -0.3489, 0.4762, -0.4040, -0.3880, 0.2464, 0.1906

***

No. 4
DFT (ωB97M-V with the def2-TZVPD basis set) results for a 2-piece molecular cluster, C2H2BrN3 overall.

```
8
Properties=species:S:1:pos:R:3:forces:R:3
C 0.938 -1.109 0.416 1.8 -0.6 -1.3
C -1.201 -0.518 -0.418 0.0 -1.2 0.3
N 2.063 -1.345 0.372 0.8 -0.1 0.4
N 0.912 2.076 0.208 -2.0 -0.9 -0.5
N -0.307 -0.877 0.384 -4.1 1.6 0.5
Br -3.013 -0.080 0.141 1.1 -0.2 -0.1
H 1.796 2.462 0.407 2.0 0.9 0.5
H -1.189 -0.610 -1.510 0.3 0.4 0.2
```
Forces are in eV/Å.

Calculated values
- Electronic energy: -2815.47279 hartree
- Energy above the lowest of the compared OMol25 structures with the same formula, charge and spin: 5.5980 eV
- Spin multiplicity: 1
- Kohn-Sham gap (alpha / beta): 0.32371 / 0.32440 Ha
- F_max: 4.456 eV/A

Here are the natural (NBO) charges for atoms 1 to 6, given in e: 0.4061, 0.1760, -0.3384, -0.2192, -0.4903, 0.0485

***

No. 5
DFT (ωB97M-V with the def2-TZVPD basis set) results for a 3-piece molecular cluster, CH3NO overall.

```
6
Properties=species:S:1:pos:R:3:forces:R:3
C 0.155 0.400 0.059 4.1 -0.1 -1.4
H -1.329 -1.179 0.510 1.4 3.3 -3.7
H -2.080 0.198 1.264 1.7 0.0 -3.0
H 0.147 1.579 0.009 0.3 -2.0 0.6
N -1.078 -0.120 -0.364 -3.3 -3.6 7.0
O 1.234 -0.270 0.051 -4.2 2.5 0.5
```
Forces are in eV/Å.

Calculated values
- Electronic energy: -169.66024 hartree
- Energy above the lowest of the compared OMol25 structures with the same formula, charge and spin: 6.7308 eV
- Spin multiplicity: 1
- Kohn-Sham gap: 0.30470 Ha
- F_max: 8.611 eV/A

natural (NBO) atomic charges, in units of e: 0.4407, 0.3816, 0.2013, 0.1298, -0.6400, -0.5134

***

No. 6
DFT (ωB97M-V with the def2-TZVPD basis set) results for a 2-piece molecular cluster, CH4ClOP overall.

```
8
Properties=species:S:1:pos:R:3:forces:R:3
C 0.693 0.735 -2.009 -0.1 0.1 0.0
O -0.186 -1.228 1.526 0.0 0.0 0.1
P -1.178 0.003 1.980 0.2 0.2 -1.1
Cl -1.389 -0.541 3.870 -0.2 -0.3 1.1
H 0.653 0.054 -1.188 0.0 -0.3 0.2
H 1.578 0.805 -2.601 0.3 0.0 -0.2
H -0.098 1.438 -2.149 -0.3 0.2 -0.1
H -0.073 -1.267 0.571 0.0 0.0 -0.1
```
Forces are in eV/Å.

Calculated values
- Electronic energy: -917.20657 hartree
- Energy above the lowest of the compared OMol25 structures with the same formula, charge and spin: 3.4292 eV
- Spin multiplicity: 1
- Kohn-Sham gap (alpha / beta): 0.27413 / 0.32669 Ha
- F_max: 1.131 eV/A

Here are the natural (NBO) charges for atoms 1 to 6, given in e: -0.4766, -0.9812, 0.7704, -0.2864, 0.1398, 0.1691

***

No. 7
DFT (ωB97M-V with the def2-TZVPD basis set) results for C29H25N5O3SV as an isolated structure.

```
64
Properties=species:S:1:pos:R:3:forces:R:3
V 2.111 2.183 -0.131 0.0 -0.6 -0.2
C 2.267 4.052 1.122 0.1 0.2 0.2
C 2.310 2.977 2.046 0.0 0.1 0.1
C 3.498 2.256 1.806 0.1 0.0 0.1
C 4.189 2.864 0.739 0.1 0.1 0.1
C 3.427 3.982 0.313 0.1 0.1 0.1
H 1.508 4.818 1.081 -0.1 -0.1 -0.1
H 1.568 2.771 2.802 0.0 0.0 0.0
H 3.807 1.363 2.329 0.0 0.0 -0.1
H 5.143 2.559 0.339 0.0 -0.1 -0.1
H 3.702 4.683 -0.459 0.0 -0.1 -0.1
N 1.155 2.286 -1.525 -0.1 0.3 -0.1
C 0.384 2.365 -2.649 -0.1 0.0 0.0
C 0.857 2.996 -3.814 0.0 0.0 0.0
C 0.071 3.072 -4.951 0.0 0.0 0.0
C -1.208 2.527 -4.968 0.0 0.0 0.0
C -1.690 1.905 -3.822 0.0 0.0 0.0
C -0.913 1.822 -2.680 0.0 0.0 0.0
H 1.853 3.420 -3.796 0.0 0.0 0.0
H 0.460 3.563 -5.837 0.0 0.0 0.0
H -1.822 2.592 -5.857 0.0 0.0 0.0
H -2.691 1.489 -3.811 0.0 0.0 0.0
H -1.299 1.346 -1.787 0.0 0.0 0.0
N -1.281 2.959 1.104 0.2 0.1 0.1
C -2.669 2.799 0.982 0.0 0.0 0.0
C -3.491 3.915 0.813 0.0 0.0 0.0
C -4.869 3.783 0.795 0.0 0.0 0.0
C -5.466 2.538 0.939 0.0 0.0 0.0
C -4.653 1.424 1.078 0.0 0.0 0.0
C -3.269 1.547 1.101 0.0 0.0 0.0
S -7.254 2.406 1.020 0.0 0.0 0.0
O -7.536 1.007 0.721 0.0 0.0 0.0
O -7.738 3.349 0.017 0.0 0.0 0.0
O -7.585 2.795 2.388 0.0 0.0 0.0
H -0.925 3.781 0.639 0.0 0.0 -0.1
H -0.711 2.168 0.832 -0.2 -0.1 -0.1
H -3.037 4.895 0.703 0.0 0.0 0.0
H -5.502 4.650 0.661 0.0 0.0 0.0
H -5.122 0.452 1.166 0.0 0.0 0.0
H -2.645 0.667 1.217 0.0 0.0 0.0
N 1.250 -4.793 1.571 0.0 0.0 0.0
C 1.465 -6.143 1.419 0.0 0.0 0.0
C 1.043 -7.248 2.135 0.0 0.0 0.0
C 1.475 -8.499 1.697 0.0 0.0 0.0
C 2.300 -8.620 0.579 0.0 0.0 0.0
C 2.721 -7.505 -0.137 0.0 0.0 0.0
C 2.303 -6.243 0.283 0.0 0.0 0.0
N 2.576 -5.006 -0.234 0.0 0.0 0.0
C 1.933 -4.134 0.549 0.0 0.0 0.0
C 1.935 -2.729 0.417 0.0 0.0 0.0
C 1.267 -1.843 1.319 0.0 0.0 0.0
C 1.363 -0.492 1.155 0.0 0.0 0.0
N 2.061 0.110 0.156 0.0 0.0 0.1
C 2.661 -0.731 -0.738 0.1 0.0 0.0
C 2.636 -2.088 -0.647 0.0 0.0 0.0
H 0.662 -4.356 2.255 0.0 0.0 0.0
H 0.400 -7.150 3.002 0.0 0.0 0.0
H 1.163 -9.388 2.232 0.0 0.0 0.0
H 2.617 -9.607 0.261 0.0 0.0 0.0
H 3.358 -7.602 -1.007 0.0 0.0 0.0
H 0.680 -2.203 2.154 0.0 0.0 0.0
H 0.873 0.176 1.856 0.0 0.0 0.0
H 3.180 -0.242 -1.555 0.0 0.0 0.0
H 3.144 -2.688 -1.389 0.0 0.0 0.0
```
Forces are in eV/Å.

Calculated values
- Electronic energy: -2961.90354 hartree
- Total charge: -2
- Spin multiplicity: 4
- Kohn-Sham gap (alpha / beta): 0.17679 / 0.25607 Ha
- F_max: 0.611 eV/A

Here are the natural (NBO) charges for atoms 1 to 6, given in e: 0.9456, -0.3340, -0.3577, -0.3000, -0.3517, -0.3370

***

> The lowest electronic energy belongs to which entry?

C24H55Cl6N7O7

***

> Which of these has the lowest F_max?

C29H25N5O3SV

***

> What is the formula in the sixth record?

CH4ClOP

***

> Which of these has the highest electronic energy?

CH3NO